No. 1
Density functional theory data (ωB97M-V/def2-TZVPD) for a structure of composition C31H44FN5O7PZn.

The HOMO-LUMO gap is 0.2472 hartree. For the LUMO energy, the calculation gives -2.852 eV. The calculation puts the energy above the lowest of the compared OMol25 structures with the same formula, charge and spin at 19.5 kcal per mole. As for the charge: +1. Its HOMO energy is -0.3520 hartree.

Atoms and positions in Å:
Zn: 0.66 0.06 -0.63
O: 3.40 0.74 0.80
C: 3.03 0.97 1.96
C: 1.97 1.86 2.34
C: 1.98 2.34 3.65
C: 1.10 3.32 4.04
C: 0.19 3.85 3.12
C: 0.13 3.37 1.85
C: 0.97 2.31 1.40
O: 0.84 1.87 0.19
N: 1.15 3.83 5.40
O: 1.92 3.29 6.18
O: 0.42 4.76 5.68
H: 3.59 0.53 2.79
H: 2.73 1.99 4.35
H: -0.47 4.64 3.45
H: -0.57 3.78 1.14
C: -3.39 -1.29 1.20
C: -2.50 -0.18 1.77
C: -2.37 0.95 0.75
C: -1.20 -0.71 2.38
C: -1.08 -0.56 3.76
C: -0.04 -1.13 4.47
C: 0.87 -1.91 3.79
C: 0.84 -2.08 2.40
C: 1.88 -3.09 1.88
C: 1.27 -4.49 1.68
C: 2.74 -2.73 0.66
C: -0.19 -1.41 1.69
N: -0.21 -1.40 0.26
C: -0.71 -2.52 -0.36
C: -1.46 -3.51 0.31
C: -2.02 -4.59 -0.35
C: -1.84 -4.77 -1.71
C: -1.07 -3.86 -2.40
C: -0.53 -2.79 -1.73
F: 0.24 -1.90 -2.46
H: -4.39 -0.88 1.02
H: -3.49 -2.11 1.90
H: -3.01 -1.67 0.25
H: -3.06 0.24 2.61
H: -1.76 0.64 -0.10
H: -1.92 1.82 1.20
H: -3.36 1.22 0.39
H: -1.84 0.00 4.29
H: 0.04 -0.99 5.54
H: 1.64 -2.42 4.36
H: 2.58 -3.20 2.71
H: 0.80 -4.58 0.71
H: 0.52 -4.70 2.45
H: 2.06 -5.24 1.76
H: 2.17 -2.28 -0.15
H: 3.20 -3.63 0.28
H: 3.53 -2.03 0.93
H: -1.60 -3.40 1.38
H: -2.60 -5.30 0.22
H: -2.28 -5.62 -2.23
H: -0.87 -3.96 -3.46
C: -3.85 2.15 -3.55
N: -2.47 2.06 -3.08
C: -1.72 3.30 -3.12
C: -1.96 0.96 -2.51
C: -2.89 -0.17 -2.19
O: -0.73 0.90 -2.25
H: -3.89 2.86 -4.37
H: -4.52 2.49 -2.76
H: -4.20 1.19 -3.92
H: -2.33 4.10 -2.69
H: -1.49 3.58 -4.15
H: -0.81 3.19 -2.55
H: -3.68 0.17 -1.52
H: -2.34 -0.98 -1.71
H: -3.37 -0.57 -3.09
N: 1.03 -0.13 -4.44
C: 1.64 1.23 -4.29
P: 2.79 1.04 -2.83
O: 4.15 0.71 -3.29
O: 2.08 0.05 -1.94
C: 2.86 2.67 -1.95
N: 3.88 2.42 -0.90
H: 1.76 -0.85 -4.37
H: 0.52 -0.25 -5.31
H: 0.41 -0.26 -3.62
H: 0.85 1.95 -4.11
H: 2.22 1.50 -5.18
H: 1.91 2.92 -1.48
H: 3.19 3.47 -2.62
H: 4.22 3.26 -0.44
H: 4.66 1.90 -1.32
H: 3.45 1.74 -0.16

***

No. 2
Density functional theory data (ωB97M-V/def2-TZVPD) for a cluster of 7 separate species, C26H61BrN4O6PS8 in total.

The HOMO-LUMO gap is 0.2429 hartree. For the LUMO energy, the calculation gives -3.423 eV. As for the charge: +1. Its HOMO energy is -0.3687 hartree.

Atoms and positions in Å:
C: -0.57 2.01 2.38
P: -1.52 0.52 2.92
C: -3.26 1.10 2.90
C: -1.24 -0.66 1.49
C: -1.85 -0.06 0.23
N: -2.02 -1.06 -0.86
C: -2.06 -0.49 -2.25
C: -2.99 0.70 -2.50
C: -2.31 1.94 -3.13
S: -0.71 2.41 -2.39
C: 0.54 2.20 -3.67
S: 1.13 3.45 -4.46
N: 1.00 0.88 -3.90
C: 0.43 -0.06 -4.74
C: 1.21 -1.16 -4.61
N: 2.23 -0.93 -3.74
C: 2.08 0.29 -3.34
C: -3.15 -1.93 -0.52
C: -3.06 -2.49 0.91
C: -1.77 -2.16 1.68
N: -0.74 -3.12 1.37
Br: -2.23 -2.44 3.61
H: -0.69 2.21 1.31
H: 0.50 1.88 2.55
H: -0.91 2.89 2.91
H: -3.62 1.44 1.93
H: -3.95 0.36 3.31
H: -3.28 1.96 3.57
H: -0.15 -0.66 1.35
H: -1.32 0.83 -0.09
H: -2.85 0.27 0.50
H: -1.18 -1.66 -0.84
H: -1.03 -0.31 -2.53
H: -2.40 -1.33 -2.87
H: -3.56 1.01 -1.63
H: -3.73 0.36 -3.23
H: -2.96 2.78 -2.94
H: -2.25 1.86 -4.21
H: -0.46 0.10 -5.32
H: 1.00 -2.07 -5.14
H: 2.75 0.74 -2.62
H: -3.08 -2.78 -1.20
H: -4.11 -1.47 -0.74
H: -3.92 -2.24 1.51
H: -3.08 -3.58 0.83
H: -0.92 -3.58 0.48
H: 0.17 -2.67 1.25
C: 2.26 4.76 3.70
S: 2.20 5.40 2.02
O: 1.05 4.75 1.33
C: 3.68 4.54 1.47
H: 1.38 5.12 4.23
H: 2.24 3.67 3.67
H: 3.16 5.11 4.19
H: 3.54 3.47 1.60
H: 4.54 4.89 2.03
H: 3.83 4.77 0.41
C: 3.24 -5.59 4.05
S: 2.28 -4.07 4.14
O: 2.56 -3.46 5.47
C: 0.68 -4.86 4.25
H: 4.30 -5.33 4.01
H: 3.04 -6.21 4.93
H: 2.97 -6.13 3.14
H: 0.64 -5.52 5.11
H: 0.49 -5.42 3.33
H: -0.07 -4.08 4.35
C: 5.24 9.60 1.13
S: 4.85 7.89 0.75
O: 5.01 7.12 2.01
C: 6.32 7.59 -0.24
H: 4.46 9.98 1.79
H: 6.20 9.65 1.64
H: 5.26 10.19 0.21
H: 7.21 7.78 0.35
H: 6.30 8.23 -1.12
H: 6.30 6.55 -0.56
C: -0.90 -5.53 7.90
S: -2.18 -6.47 7.06
O: -2.15 -6.08 5.62
C: -3.57 -5.61 7.81
H: 0.07 -5.88 7.54
H: -1.01 -4.47 7.67
H: -0.98 -5.70 8.97
H: -3.50 -4.54 7.59
H: -3.56 -5.77 8.89
H: -4.49 -6.01 7.39
C: 0.67 -4.80 -3.75
S: -0.82 -4.25 -2.91
O: -0.41 -3.66 -1.59
C: -1.47 -5.89 -2.59
H: 1.26 -3.92 -4.00
H: 1.24 -5.44 -3.08
H: 0.39 -5.33 -4.65
H: -0.75 -6.46 -2.00
H: -1.67 -6.39 -3.54
H: -2.40 -5.79 -2.03
C: -0.19 2.48 -8.49
S: -1.64 3.00 -7.56
O: -2.63 1.89 -7.64
C: -2.15 4.27 -8.71
H: 0.28 1.65 -7.96
H: -0.49 2.16 -9.49
H: 0.52 3.31 -8.55
H: -2.32 3.83 -9.70
H: -1.38 5.04 -8.77
H: -3.08 4.71 -8.34

***

No. 3
Density functional theory data (ωB97M-V/def2-TZVPD) for a cluster of 2 separate species, C6H9N4S in total.

The HOMO-LUMO gap (spin up / spin down) is 0.2514 / 0.2522 hartree. For the LUMO energy (spin up / spin down), the calculation gives -5.147 / -5.929 eV. The calculation puts the energy above the lowest of the compared OMol25 structures with the same formula, charge and spin at 47.9 kcal per mole. The multiplicity is 3. As for the charge: +1. Its HOMO energy (spin up / spin down) is -0.4405 / -0.4700 hartree.

Atoms and positions in Å:
C: -1.63 -1.20 -1.38
C: -0.63 -3.18 -1.95
C: -0.51 -0.80 -0.51
C: 0.52 -1.81 -0.48
C: 2.03 0.02 0.92
C: 2.47 1.03 1.91
N: -1.65 -2.32 -1.99
N: 0.40 -2.88 -1.16
N: -0.43 0.32 0.15
N: -1.49 2.69 0.35
S: 2.09 -1.52 0.45
H: -2.55 -0.59 -1.41
H: -0.77 -4.09 -2.48
H: 1.63 1.70 2.11
H: 3.10 1.71 1.45
H: 3.08 0.55 2.75
H: -0.95 1.25 0.20
H: -2.16 2.75 1.04
H: -1.84 3.12 -0.59
H: -0.71 3.25 0.64

***

No. 4
Density functional theory data (ωB97M-V/def2-TZVPD) for a cluster of 12 separate species, C6H34NO12 in total.

The HOMO-LUMO gap is 0.3201 hartree. For the LUMO energy, the calculation gives 2.811 eV. The calculation puts the energy above the lowest of the compared OMol25 structures with the same formula, charge and spin at 20.9 kcal per mole. As for the charge: -1. Its HOMO energy is -0.2169 hartree.

Atoms and positions in Å:
C: 3.44 0.84 -0.47
C: 2.45 1.75 0.33
C: 2.76 1.68 1.85
C: 2.90 0.25 2.35
C: 2.04 -0.43 3.09
N: 1.14 1.13 0.23
C: 0.28 1.57 -0.97
O: -0.32 0.44 -1.41
H: 3.17 1.01 -1.53
H: 3.47 -0.25 -0.20
H: 4.54 1.01 -0.43
H: 2.53 2.78 -0.06
H: 1.87 2.09 2.35
H: 3.67 2.16 2.22
H: 3.85 -0.24 2.07
H: 1.10 0.01 3.45
H: 2.15 -1.43 3.53
H: 1.21 0.11 0.28
H: -0.40 2.36 -0.49
H: 0.83 2.06 -1.79
H: -3.34 2.43 0.30
H: -2.43 2.34 -0.95
O: -3.25 2.76 -0.64
H: 0.44 -1.18 -1.26
H: 0.05 -2.34 -2.09
O: 0.36 -2.18 -1.18
H: -1.11 2.32 1.30
H: -2.22 2.07 2.46
O: -1.92 2.61 1.73
H: -0.69 0.05 -4.55
H: -0.26 -0.05 -3.06
O: -0.04 -0.37 -3.97
H: -1.72 -2.58 0.60
H: -2.71 -2.86 1.74
O: -2.01 -3.27 1.23
H: -4.22 -0.49 1.37
H: -3.09 0.13 2.14
O: -3.97 0.38 1.72
H: 0.63 -4.01 0.07
H: -0.62 -4.29 0.86
O: 0.17 -4.75 0.50
H: 2.11 -1.12 -4.04
H: 3.27 -1.17 -2.95
O: 2.79 -0.63 -3.58
H: -1.19 0.13 1.54
H: -1.31 -1.08 2.55
O: -1.47 -0.14 2.44
H: -2.80 -0.51 -0.54
H: -1.27 -0.29 -0.58
O: -2.02 -0.78 -0.01
H: -2.34 -0.47 -2.62
H: -3.30 0.60 -2.14
O: -3.24 -0.15 -2.75

***

Among the records above, which one has the lowest charge? C6H34NO12

***

What is the charge in the fourth record? -1

***

Which value of charge does entry 2 give? +1